{
  "formula": "CH2N2S2",
  "method": "wB97M-V/def2-TZVPD",
  "species": ["C", "N", "N", "S", "S", "H", "H"],
  "xyz": [[-1.019626, 1.265209, -1.323311], [-0.773737, 2.141440, -0.638260], [0.236255, -1.021696, 1.295346], [1.526997, -0.882924, 0.547088], [-0.421679, -0.166773, 2.523888], [1.437125, -1.907818, -0.290711], [-0.985334, 0.572563, -2.114040]],
  "forces_ev_per_angstrom": [[0.6, 0.1, -0.5], [-0.2, 0.5, 0.8], [-5.2, -0.1, 3.4], [4.2, 1.5, -1.5], [1.2, -0.8, -1.6], [-0.2, -0.6, -0.4], [-0.4, -0.7, -0.3]],
  "energy_ha": -945.0703,
  "largest_force_ev_per_a": 6.2,
  "de_lowest_ev": 2.539,
  "smiles": "S=NS.C#N",
  "gap_ev": 7.1,
  "homo_ev": -8.3
}



{
  "formula": "H7O3S",
  "method": "wB97M-V/def2-TZVPD",
  "species": ["S", "H", "H", "H", "O", "H", "H", "O", "H", "H", "O"],
  "xyz": [[-0.352033, 2.403921, 0.198970], [-0.284066, 3.553265, 0.837193], [0.791841, -3.316422, -1.027149], [-0.218632, -4.003135, -1.894836], [0.712269, -3.741460, -1.888976], [-2.988704, -0.051474, 0.611949], [-1.850239, 0.698606, -0.008379], [-2.645976, 0.180147, -0.262639], [2.147246, 0.687345, 1.304803], [2.010257, 2.097996, 0.872842], [2.678038, 1.491210, 1.256221]],
  "forces_ev_per_angstrom": [[0.4, -0.6, -0.4], [-0.1, 0.5, 0.4], [0.2, 0.1, -0.1], [0.2, 0.1, -0.2], [-0.4, -0.2, 0.3], [-0.1, 0.0, -0.3], [-0.2, 0.3, -0.3], [0.1, -0.3, 0.6], [0.1, 0.1, 0.0], [-0.1, -0.1, 0.0], [-0.1, 0.0, -0.1]],
  "energy_ha": -628.1515,
  "largest_force_ev_per_a": 0.8,
  "charge": -1,
  "de_lowest_ev": 0.755,
  "gap_ev": 6.6,
  "homo_ev": -3.4
}



{
  "formula": "C7H11ClN3",
  "method": "wB97M-V/def2-TZVPD",
  "species": ["C", "C", "N", "C", "N", "C", "C", "C", "Cl", "C", "N", "H", "H", "H", "H", "H", "H", "H", "H", "H", "H", "H"],
  "xyz": [[3.292238, -0.455501, -0.213496], [2.865480, 0.821088, -0.442371], [1.532526, 1.153786, -0.044681], [0.511501, 0.473342, -0.543450], [-0.589883, 0.971230, 0.018486], [-1.980877, 0.537745, -0.224836], [-2.132886, -0.976769, -0.323018], [-1.354337, -1.763823, 0.737869], [-1.679967, -1.551581, -1.960741], [-0.167607, 1.972780, 0.852869], [1.116822, 2.099024, 0.840472], [3.350255, -0.801635, 0.817738], [3.530619, -1.125109, -1.033821], [3.491796, 1.597474, -0.868146], [0.578659, -0.334744, -1.250716], [-2.276175, 0.969282, -1.180491], [-2.591285, 0.928463, 0.586382], [-3.193049, -1.191010, -0.202953], [-1.874437, -2.674603, 1.020706], [-1.192961, -1.137834, 1.617799], [-0.382556, -2.061073, 0.344309], [-0.853875, 2.549468, 1.452092]],
  "forces_ev_per_angstrom": [[-0.6, 0.5, 0.0], [0.6, -0.4, -0.2], [0.7, 0.1, 1.2], [-0.1, 0.0, 0.4], [0.0, -0.2, -0.1], [0.2, -0.1, -0.6], [0.0, -0.3, 0.6], [0.1, 0.3, -0.2], [-0.1, 0.1, 0.0], [-0.4, 0.0, 0.2], [0.3, 0.2, -0.2], [-1.7, -0.8, -0.2], [2.0, 0.5, 0.2], [-0.8, -0.1, -1.2], [-0.1, 0.1, -0.1], [-0.3, 0.2, 0.2], [0.0, 0.0, 0.0], [0.0, 0.1, -0.2], [-0.1, 0.0, 0.0], [-0.1, -0.2, 0.1], [0.0, 0.0, 0.1], [0.1, 0.1, 0.0]],
  "energy_ha": -897.4455,
  "largest_force_ev_per_a": 2.0,
  "charge": 1,
  "de_lowest_ev": 1.312,
  "smiles": "C=Cn1c[n+](C[C@H](C)Cl)cn1",
  "gap_ev": 8.7,
  "homo_ev": -13.2
}



Copy entry 2 word for word.
{
  "formula": "H7O3S",
  "method": "wB97M-V/def2-TZVPD",
  "species": ["S", "H", "H", "H", "O", "H", "H", "O", "H", "H", "O"],
  "xyz": [[-0.352033, 2.403921, 0.198970], [-0.284066, 3.553265, 0.837193], [0.791841, -3.316422, -1.027149], [-0.218632, -4.003135, -1.894836], [0.712269, -3.741460, -1.888976], [-2.988704, -0.051474, 0.611949], [-1.850239, 0.698606, -0.008379], [-2.645976, 0.180147, -0.262639], [2.147246, 0.687345, 1.304803], [2.010257, 2.097996, 0.872842], [2.678038, 1.491210, 1.256221]],
  "forces_ev_per_angstrom": [[0.4, -0.6, -0.4], [-0.1, 0.5, 0.4], [0.2, 0.1, -0.1], [0.2, 0.1, -0.2], [-0.4, -0.2, 0.3], [-0.1, 0.0, -0.3], [-0.2, 0.3, -0.3], [0.1, -0.3, 0.6], [0.1, 0.1, 0.0], [-0.1, -0.1, 0.0], [-0.1, 0.0, -0.1]],
  "energy_ha": -628.1515,
  "largest_force_ev_per_a": 0.8,
  "charge": -1,
  "de_lowest_ev": 0.755,
  "gap_ev": 6.6,
  "homo_ev": -3.4
}